DFT (ωB97M-V with the def2-TZVPD basis set) results for a cluster of 10 separate species, C36H100N8O12 in total at a distorted geometry.

Properties
HOMO energy   -9.131 eV
Calculated total energy   -75434.809 eV
Energy relative to the best compared isomer or geometry (same formula, charge and spin)   5.641 eV
SMILES string   COC[C@H](C)N.COC[C@H](C)N.COC[C@H](C)N.COC[C@H](C)N.COC[C@H](C)N.COC[C@H](C)N.COC[C@H](C)N.COC[C@H](C)N.OCCO.OCCO
Gap between HOMO and LUMO   9.3 eV

XYZ file:
```
156
C36H100N8O12, DFT ωB97M-V with the def2-TZVPD basis set
C 5.438 -4.804 -5.614
H 4.881 -6.785 -5.264
C 1.221 8.992 0.170
C -2.123 -4.893 -7.730
C 3.045 -6.719 2.699
H -3.060 -9.134 0.872
H -1.641 -5.871 -7.756
H 2.891 13.961 0.724
H 4.852 -1.921 -5.345
C -4.375 0.636 8.506
C -6.885 -10.460 2.302
C -5.054 4.089 2.385
N -4.500 3.444 1.207
H -4.702 4.239 4.458
H -0.451 1.899 -0.331
C 9.165 2.053 1.570
H 2.369 10.451 -1.708
O -2.004 -0.577 -0.342
C 2.146 13.194 0.510
H 1.038 8.659 1.191
H 4.049 -6.579 5.136
H -2.111 3.764 5.193
C -2.462 -4.403 -6.294
H 2.723 6.519 -6.124
H -3.924 2.773 3.833
H -2.287 7.101 -4.673
H 1.698 -1.411 0.513
H 0.219 9.110 -0.245
C 3.755 -5.049 7.252
H 2.390 -7.580 2.823
H 10.976 2.242 0.897
H 0.342 6.285 -7.975
C 1.930 11.076 -0.931
H -0.496 -1.481 -1.527
H 2.738 -6.418 1.697
C 4.486 -5.955 -5.850
C 2.135 6.138 -6.958
N 3.901 -4.605 3.387
H -5.034 -2.525 8.931
H -5.011 -9.449 -0.925
H -1.109 4.901 4.367
C -4.145 3.819 3.620
O -3.970 -2.878 6.989
H -5.766 -0.720 7.621
N -4.838 -1.601 9.290
H -7.263 -9.688 2.973
H 6.007 -3.415 -3.864
H 7.462 -4.463 -5.864
N 1.098 8.251 -7.694
O -2.921 4.564 3.366
H 3.112 -1.699 -4.997
H -7.080 3.795 1.663
O -5.789 -10.067 1.473
H -7.065 -9.014 0.290
H 1.901 -5.013 3.581
H 9.326 2.389 2.594
H 1.734 5.161 -6.688
H 1.747 8.572 -6.991
C 3.891 -2.423 -5.233
H 0.919 11.292 -1.277
C 2.844 -5.551 3.678
H -2.875 -8.073 -0.500
H -6.061 -8.127 1.528
H -3.662 -7.521 1.020
H -3.619 3.895 1.007
H 4.769 -5.103 3.521
C -0.669 -1.070 -0.532
H 4.480 -6.236 -6.904
H -2.730 -3.350 -6.200
H 0.193 0.075 1.018
C 8.067 1.006 1.570
N 1.705 -0.651 -0.152
H 0.259 1.208 -1.842
O 10.396 1.501 1.086
O -1.266 7.563 -6.426
H 0.479 7.619 -5.276
H -2.905 -2.421 -0.022
H -3.267 -5.094 -6.044
H 1.822 8.319 -0.441
H 3.202 -5.773 7.850
H -2.338 -3.870 6.425
H -5.123 5.148 2.135
H -3.812 -4.496 5.671
N -5.468 -7.463 -1.125
H 1.201 1.849 -0.547
H 5.349 -4.109 -6.449
H -3.998 -1.131 -0.383
H 8.211 0.572 0.581
H 4.007 -7.231 2.739
H 1.713 13.574 -2.009
C -6.477 3.655 2.560
H -1.843 8.853 -4.970
H 1.175 13.618 0.254
H 6.875 -5.648 -6.716
H 8.165 0.203 2.301
C -6.095 -8.919 0.779
H 2.645 5.925 -7.898
C 2.712 12.390 -0.639
C -3.553 -8.340 0.310
C -3.284 -3.588 5.962
H -3.001 -4.933 -8.375
C -3.002 -1.510 -0.612
C -4.765 -0.813 8.042
H 3.896 -4.152 7.855
H -6.598 2.619 2.877
C 3.112 -6.022 5.151
O -1.457 -4.740 -5.372
H -7.731 -10.833 1.723
C -5.035 -8.564 -0.289
H -0.855 -4.740 -9.158
C 5.225 -4.090 -4.214
H -3.086 -3.011 5.059
C -3.807 -1.472 7.035
H 3.045 14.164 -1.462
H -6.650 -11.324 2.923
H -2.536 5.433 5.188
C 0.864 6.936 -7.274
C 0.315 1.249 -0.754
H 3.706 -2.937 -6.176
H -3.981 -1.140 6.012
H 5.226 -4.826 -3.411
H 3.731 -3.914 4.104
H -3.412 0.558 9.011
O 1.723 10.300 0.286
C 0.364 -0.083 -0.047
H -6.280 -7.748 -1.653
H 4.707 -5.551 7.077
O 3.993 -3.401 -4.180
H -0.659 -4.224 -5.511
N 2.665 13.298 -1.815
C -0.016 6.980 -6.007
H -4.205 2.504 1.427
C -2.152 4.640 4.546
H -0.111 5.970 -5.609
H -6.966 4.316 3.276
H 3.482 -5.744 -5.482
O -1.164 -4.162 -8.457
H 6.159 1.208 1.221
H -5.056 1.071 9.237
H 3.721 12.075 -0.372
H -3.196 7.991 -5.808
H -2.788 -1.232 7.337
C -2.190 7.912 -5.395
N 6.817 -5.236 -5.795
H -4.753 -7.262 -1.810
H 8.912 2.976 1.048
H 2.077 12.642 1.448
H -4.220 1.215 7.595
H -5.688 -1.440 9.811
O 6.887 1.770 1.497
O 3.187 -4.843 5.990
H 1.831 -1.067 -1.063
H -2.949 -1.848 -1.646
H 0.199 8.692 -7.559
H 2.376 -6.703 5.581
H -0.650 -1.922 0.147
```